The following is a DFT calculation (ωB97M-V with the def2-TZVPD basis set) of C5H9NO2 in the gas phase at a distorted geometry.

CARTESIAN COORDINATES (ANGSTROEM)
O  -2.6628  0.1481  0.1180
C  -1.7706  -0.8144  -0.1634
C  -0.4937  -0.3736  0.3519
O  -0.5199  0.9938  -0.0918
C  0.8697  1.4387  -0.2066
C  1.6610  0.2635  0.4047
N  2.2566  -0.8942  -0.2963
C  0.7880  -0.6200  -0.1867
H  -2.2837  0.9495  -0.3825
H  -2.0121  -1.8277  0.2539
H  -1.8395  -1.0209  -1.3729
H  -0.7410  -0.5618  1.4505
H  0.8639  2.3412  0.4131
H  1.1907  1.4992  -1.2257
H  1.5980  0.2659  1.5353
H  2.6725  -1.3086  0.5194
H  0.4230  -0.4788  -1.1208

Summary:
Total charge   0
Relative energy (zero: lowest compared OMol25 entry of this formula, charge and spin)   7.5007 eV
Spin multiplicity   1
Structure (SMILES)   OC[C@@H]1OC[C@@H]2N[C@H]21

=====

The following is a DFT calculation (ωB97M-V with the def2-TZVPD basis set) of 2 unconnected molecules or ions with the total composition C5H9NO2 at a distorted geometry.

CARTESIAN COORDINATES (ANGSTROEM)
C  0.5183  -0.2727  -0.0423
C  0.6858  -1.7893  0.0519
C  1.0392  0.2488  -1.3829
C  -0.9576  0.0904  0.0654
C  -1.2436  2.3416  0.2625
N  -1.3440  0.5661  1.3983
O  -1.8090  -0.3959  -0.6566
O  -0.6499  3.2027  0.7197
H  1.0732  0.2104  0.7687
H  -2.3331  0.5190  1.6136
H  -0.6610  0.6357  2.1386
H  1.7280  -2.0645  -0.0863
H  2.0804  -0.0370  -1.5232
H  0.0960  -2.2709  -0.7231
H  0.3524  -2.1642  1.0163
H  0.4379  -0.1561  -2.1948
H  0.9871  1.3360  -1.4259

Summary:
Total charge   0
Relative energy (zero: lowest compared OMol25 entry of this formula, charge and spin)   1.6443 eV
Spin multiplicity   1

=====

The following is a DFT calculation (ωB97M-V with the def2-TZVPD basis set) of C5H9NO2 in the gas phase at a distorted geometry.

CARTESIAN COORDINATES (ANGSTROEM)
C  0.2498  -2.5466  0.0552
C  1.3845  -2.1225  -0.5504
C  1.3979  -0.7370  -1.0766
C  1.2228  0.3261  0.0253
N  0.1811  1.2960  -0.2691
C  -1.0416  1.3062  0.3577
O  -1.9536  2.1944  0.1637
O  -1.4135  0.2794  1.1881
H  0.0068  -3.5584  0.3349
H  -0.4592  -1.7956  0.3170
H  2.2613  -2.7642  -0.8079
H  2.3936  -0.5654  -1.7033
H  0.5694  -0.6549  -1.8151
H  2.2684  0.7848  0.0018
H  1.1426  -0.3267  0.8878
H  0.3372  2.0799  -0.8742
H  -2.1312  0.5804  1.8614

Summary:
Total charge   0
Relative energy (zero: lowest compared OMol25 entry of this formula, charge and spin)   1.8067 eV
Spin multiplicity   1
Structure (SMILES)   C=CCCNC(=O)O

=====

For reference, frontier orbital gap by record: 0.374, 0.379, 0.374 hartree.
For reference, E_HOMO by record: -9.290, -9.549, -9.467 eV.
For reference, energy by record: -400.9011, -401.1163, -401.1104 Ha.